# C3H3Cl2NO

A cluster of 2 separate species, C3H3Cl2NO in total (wB97M-V/def2-TZVPD, the Open Molecules 2025 dataset).

Geometry (Å):
C (-0.70856, 1.45883, 0.66574)
C (1.82739, -0.23927, -0.51803)
C (-1.30862, 0.08614, 0.43925)
N (1.53138, -1.38553, -0.49277)
O (1.16109, -2.45424, -0.82251)
Cl (-1.11079, 2.37840, -0.70553)
Cl (2.41042, 1.04547, 0.37704)
H (-0.33246, -0.35509, 0.16924)
H (-1.81130, -0.17908, -0.46460)
H (-1.65855, -0.35562, 1.35217)

Forces on atoms 1 to 6 (eV/Å):
C -1.49 -1.01 -0.22
C 0.37 -0.51 1.01
C 1.99 0.93 0.15
N 0.75 2.38 -0.85
O -0.47 -1.56 0.10
Cl 0.25 0.52 -0.34

Calculated values
HOMO-LUMO gap, eV: 8.791
LUMO energy, Ha: -0.0139
Maximum force, eV/Å: 2.636
HOMO, eV: -9.1690


# C3H3Cl3

An isolated molecule of C3H3Cl3 (wB97M-V/def2-TZVPD, the Open Molecules 2025 dataset).

Geometry (Å):
C (-0.66824, 0.61590, -0.59586)
C (0.53692, -0.03361, -0.03182)
C (0.61266, -1.02811, 0.85377)
H (-0.46796, 0.82105, -1.63434)
H (-0.34093, -1.47039, 1.17085)
H (1.50230, -1.45427, 1.27113)
Cl (-0.95503, 2.18756, 0.23349)
Cl (-2.20595, -0.32195, -0.59477)
Cl (1.98624, 0.68381, -0.67246)

Forces on atoms 1 to 6 (eV/Å):
C -0.91 0.29 -0.11
C 0.83 -1.15 1.01
C -1.58 0.37 -0.51
H -0.12 0.29 -0.24
H 0.43 0.22 -0.04
H 0.43 0.12 -0.16

Calculated values
HOMO-LUMO gap, eV: 10.681
LUMO energy, Ha: 0.0198
Maximum force, eV/Å: 1.742
SMILES: C=C(Cl)C(Cl)Cl
HOMO, eV: -10.1415


# C3H3Cl3IN

A cluster of 2 separate species, C3H3Cl3IN in total (wB97M-V/def2-TZVPD, the Open Molecules 2025 dataset).

Geometry (Å):
C (0.20534, 0.23001, 0.73884)
C (1.03529, -1.85876, -0.48583)
C (-1.28228, 1.74350, -0.09096)
N (0.42072, -0.62034, -0.07842)
Cl (-2.69063, 0.97439, -0.73554)
Cl (-1.51693, 2.81771, 1.24809)
Cl (-0.27432, 2.51561, -1.27080)
I (0.80802, 0.94589, 2.55139)
H (0.19839, -2.84709, -0.54027)
H (1.75996, -2.21956, 0.14170)
H (1.33644, -1.68135, -1.47820)

Forces on atoms 1 to 6 (eV/Å):
C 0.38 -2.42 -2.42
C -4.78 -1.79 -0.93
C -1.47 2.26 -1.20
N -0.18 -0.33 1.15
Cl 0.25 0.07 0.30
Cl -0.77 -0.15 -0.25

Calculated values
HOMO-LUMO gap (spin up / spin down), eV: 6.549 / 7.284
LUMO energy (spin up / spin down), Ha: 0.0179 / -0.0725
Maximum force, eV/Å: 5.190
Multiplicity: 3
HOMO (spin up / spin down), eV: -6.0635 / -9.2558


# C3H3Cl3S

A cluster of 2 separate species, C3H3Cl3S in total (wB97M-V/def2-TZVPD, the Open Molecules 2025 dataset).

Geometry (Å):
C (-1.86119, -0.18986, -0.27664)
C (0.62060, -0.56775, 0.63828)
C (1.03861, 0.35595, -0.34404)
S (-2.64412, 1.14177, 0.01831)
Cl (0.53786, -2.26891, 0.37806)
Cl (0.28597, 1.96082, 0.04562)
Cl (2.82464, 0.67185, -0.35882)
H (-2.28473, -1.18198, -0.40729)
H (0.80149, -0.16275, 1.64134)
H (0.68088, 0.24086, -1.33483)

Forces on atoms 1 to 6 (eV/Å):
C -0.74 1.01 0.83
C -0.92 -0.81 1.42
C 0.33 2.48 -0.99
S 0.13 -1.15 -0.35
Cl 0.33 0.62 0.10
Cl 0.80 0.23 0.27

Calculated values
HOMO-LUMO gap (spin up / spin down), eV: 7.746 / 7.102
LUMO energy (spin up / spin down), Ha: -0.0338 / -0.0428
Maximum force, eV/Å: 2.689
HOMO (spin up / spin down), eV: -8.6660 / -8.2668


# C3H3Cl3S2

An isolated molecule of C3H3Cl3S2 (wB97M-V/def2-TZVPD, the Open Molecules 2025 dataset).

Geometry (Å):
C (-1.46840, 1.09175, -0.25405)
C (-1.04230, -0.10927, 0.11842)
C (0.70775, -0.54345, -0.05264)
S (1.18847, 0.41675, -1.52293)
S (1.55500, 0.15772, 1.34057)
Cl (-3.12051, 1.46404, -0.02822)
Cl (-1.95460, -1.46228, 0.39603)
Cl (0.84478, -2.26420, -0.31822)
H (-0.91447, 1.83828, -0.56181)
H (2.50445, 0.39342, -1.25050)
H (1.69983, -0.98276, 2.13335)

Forces on atoms 1 to 6 (eV/Å):
C -2.69 -4.08 2.31
C 3.99 -0.46 -1.75
C -3.32 1.62 -0.56
S 0.11 -0.11 0.19
S 0.79 -1.00 1.30
Cl -0.59 0.36 -0.20

Calculated values
HOMO-LUMO gap, eV: 9.800
LUMO energy, Ha: 0.0166
Maximum force, eV/Å: 5.405
SMILES: SC(S)(Cl)/C(Cl)=C/Cl
HOMO, eV: -9.3473


# C3H3Cl9F3V2

A structure of composition C3H3Cl9F3V2 (wB97M-V/def2-TZVPD, the Open Molecules 2025 dataset).

Geometry (Å):
V (1.98521, -0.94330, 1.55407)
V (2.36676, 2.00315, 0.97300)
F (3.33397, 0.29926, 0.11710)
F (0.65632, 0.54469, 0.75773)
F (2.55002, 0.76910, 2.77861)
C (-2.07318, -1.24113, -0.74700)
Cl (-2.67790, -2.41420, -1.90521)
Cl (-2.71846, -1.58801, 0.88074)
Cl (-2.41470, 0.41544, -1.27167)
H (-1.00148, -1.35111, -0.65253)
C (2.03270, -1.25415, -2.51349)
Cl (2.70906, 0.10147, -3.41946)
Cl (3.24787, -2.49623, -2.21012)
Cl (0.74361, -1.97950, -3.48284)
H (1.56063, -0.96538, -1.58251)
C (-2.03650, 1.92329, 2.06402)
Cl (-1.35155, 3.49888, 1.57930)
Cl (-3.77302, 2.10650, 2.35868)
Cl (-1.30174, 1.26252, 3.52643)
H (-1.83762, 1.30871, 1.19513)

Forces on atoms 1 to 6 (eV/Å):
V 0.45 3.70 -0.59
V -0.47 -3.44 0.58
F -1.60 0.45 1.59
F 1.86 -0.35 0.57
F -0.51 -0.46 -2.15
C -0.15 -0.16 0.14

Calculated values
HOMO-LUMO gap (spin up / spin down), eV: 8.013 / 8.005
LUMO energy (spin up / spin down), Ha: -0.2074 / -0.2077
Net charge: +1
Maximum force, eV/Å: 3.772
Multiplicity: 7
HOMO (spin up / spin down), eV: -13.6558 / -13.6562


# C3H3ClIN3

An isolated molecule of C3H3ClIN3 (wB97M-V/def2-TZVPD, the Open Molecules 2025 dataset).

Geometry (Å):
C (-1.46867, -0.74563, -1.51508)
C (-1.51244, -0.25429, -0.33992)
C (1.70511, 0.46404, 0.94072)
N (0.98029, -0.10476, -1.21956)
N (-0.52006, 0.21835, 0.48459)
N (0.68739, 0.21528, -0.10130)
Cl (-2.23945, -1.19561, -2.86081)
I (-3.40198, -0.29598, 0.75663)
H (2.75320, -0.01340, 0.91040)
H (1.84826, 1.50868, 0.95943)
H (1.16835, 0.20331, 1.98489)

Forces on atoms 1 to 6 (eV/Å):
C 2.17 -0.22 -1.48
C 0.29 1.34 3.26
C 0.40 -0.99 3.63
N -1.57 -0.82 -2.20
N -1.73 0.10 0.41
N -0.03 -1.34 0.95

Calculated values
HOMO-LUMO gap (spin up / spin down), eV: 6.533 / 6.534
LUMO energy (spin up / spin down), Ha: -0.0722 / -0.0722
Maximum force, eV/Å: 3.779
HOMO (spin up / spin down), eV: -8.4982 / -8.4985


# C3H3ClN2O

An isolated molecule of C3H3ClN2O (wB97M-V/def2-TZVPD, the Open Molecules 2025 dataset).

Geometry (Å):
C (0.64539, -0.21703, -0.05655)
C (-1.44992, 0.01602, 0.05159)
C (-0.93123, 1.21687, 0.01003)
H (1.82515, -1.74707, -0.08470)
H (2.50421, -0.39487, 0.57154)
H (-1.36683, 2.15916, -0.30381)
N (1.88537, -0.72825, -0.13257)
N (-0.40871, -0.98199, 0.00689)
O (0.46162, 1.06506, -0.02375)
Cl (-3.16504, -0.38792, -0.03866)

Forces on atoms 1 to 6 (eV/Å):
C -1.29 -2.30 0.56
C -0.40 -3.10 -0.55
C 0.40 1.76 -0.53
H 0.07 0.48 -0.09
H 0.64 0.46 0.33
H 0.38 -0.07 0.62

Calculated values
HOMO-LUMO gap, eV: 9.810
LUMO energy, Ha: 0.0289
Maximum force, eV/Å: 3.171
SMILES: Nc1nc(Cl)co1
HOMO, eV: -9.0226


# C3H3ClN2O2

An isolated molecule of C3H3ClN2O2 (wB97M-V/def2-TZVPD, the Open Molecules 2025 dataset).

Geometry (Å):
C (0.17548, -0.05082, 0.86955)
C (-0.84948, 0.12352, -0.31336)
C (1.49647, 0.09800, 0.29344)
H (-0.19963, 0.76035, 1.57938)
H (-2.50019, -0.91242, 0.00345)
H (0.05586, 0.45190, -2.16297)
N (-2.03309, -0.13648, -0.53079)
N (0.00601, 0.79107, -1.28351)
O (1.34250, 0.63755, -0.89052)
O (2.54755, -0.25531, 0.79210)
Cl (-0.04147, -1.50735, 1.64322)

Forces on atoms 1 to 6 (eV/Å):
C -4.02 2.02 0.43
C 3.18 0.33 -0.48
C 2.18 -0.66 1.52
H 1.22 -0.61 -0.83
H 0.77 1.62 0.05
H -0.79 -1.41 -3.54

Calculated values
HOMO-LUMO gap, eV: 10.295
LUMO energy, Ha: 0.0128
Maximum force, eV/Å: 4.521
SMILES: [H]/N=C1/NOC(=O)[C@@H]1Cl
HOMO, eV: -9.9459


# C3H3ClN2O2

An isolated molecule of C3H3ClN2O2 (wB97M-V/def2-TZVPD, the Open Molecules 2025 dataset).

Geometry (Å):
C (0.14813, 0.83407, -0.73934)
C (0.56221, -0.19299, -1.56646)
C (-0.16816, -1.05952, 0.21573)
H (0.11123, 0.40511, 2.12186)
H (-1.57700, 0.62861, 1.65395)
H (0.42901, 1.95134, -0.66842)
N (-0.60171, 0.82561, 1.54388)
N (-0.23426, 0.26075, 0.32289)
O (0.55496, -1.40845, -0.78682)
O (-0.58946, -1.99017, 0.96561)
Cl (1.36507, -0.25436, -3.06289)

Forces on atoms 1 to 6 (eV/Å):
C 3.82 3.33 -5.77
C 1.11 0.78 0.50
C -1.50 -6.50 5.00
H -1.06 0.03 1.34
H -0.18 -0.46 1.07
H -0.97 -2.04 -0.92

Calculated values
HOMO-LUMO gap, eV: 9.125
LUMO energy, Ha: 0.0202
Maximum force, eV/Å: 8.342
SMILES: Nn1cc(Cl)oc1=O
HOMO, eV: -8.5752


The records above yield relative energy (zero: lowest compared OMol25 entry of this formula, charge and spin) values of 157.0; 0.0; 0.0; 76.7; 33.9; 0.0; 124.7; 9.1; 62.1; 65.0 kcal per mole, respectively.